DFT (the ωB97M-V functional and the def2-TZVPD basis) results for a single C6H12O molecule at a distorted geometry.

Atoms and positions in Å:
C (-2.839, 0.148, 1.693)
C (-1.284, 0.491, 1.596)
C (-0.419, -0.688, 1.043)
C (1.630, 0.029, -1.976)
O (1.834, 1.327, -1.397)
C (1.323, -0.931, -0.860)
C (0.091, -0.755, -0.380)
H (-3.308, 1.057, 2.019)
H (-3.181, -0.021, 0.647)
H (-3.045, -0.806, 2.211)
H (-0.904, 0.703, 2.602)
H (-0.994, 1.333, 0.937)
H (0.426, -0.798, 1.767)
H (-1.016, -1.632, 1.239)
H (2.485, -0.151, -2.632)
H (0.871, -0.078, -2.777)
H (1.383, 1.305, -0.548)
H (2.171, -1.148, -0.191)
H (-0.633, -0.152, -0.927)

HOMO ... -0.354 Ha
Gap between HOMO and LUMO ... 10.689 eV
Energy above the lowest of the compared OMol25 structures with the same formula, charge and spin ... 246.4 kJ/mol
Largest force on an atom ... 3.72 eV/A
Energy ... -8461.8004 eV
Structure (SMILES) ... CCC/C=C/CO